No. 1
Here is a cluster of 5 separate species, C24H53FN4O5S4 in total in a non-equilibrium geometry from the OMol25 dataset. Energies are from ωB97M-V with the def2-TZVPD basis set.

Geometry as XYZ:
```
91
C24H53FN4O5S4, DFT ωB97M-V with the def2-TZVPD basis set
C 6.81 -0.36 -0.29
C 5.76 -0.06 -1.36
F 6.41 0.69 -2.35
C 4.69 0.90 -0.78
N 4.30 0.51 0.56
C 3.19 1.31 1.14
C 1.85 0.79 0.59
O 1.40 -0.23 1.51
C 0.28 -0.95 0.99
C -1.07 -0.47 1.53
C -1.60 0.86 0.93
C -1.89 0.81 -0.55
C -3.14 0.41 -1.00
C -3.47 0.38 -2.32
C -2.56 0.76 -3.28
C -1.31 1.13 -2.85
C -0.99 1.16 -1.52
C 3.42 2.83 1.06
C 2.55 3.65 0.08
N 3.25 4.97 -0.02
N 1.23 3.99 0.60
N 2.48 3.09 -1.29
H 6.99 0.55 0.29
H 6.46 -1.17 0.36
H 7.76 -0.59 -0.78
H 5.30 -0.96 -1.79
H 3.84 0.87 -1.48
H 5.15 1.89 -0.83
H 4.04 -0.47 0.58
H 3.20 1.04 2.20
H 1.06 1.53 0.54
H 2.03 0.28 -0.36
H 0.41 -1.98 1.36
H 0.27 -1.01 -0.11
H -1.81 -1.24 1.25
H -1.09 -0.41 2.62
H -2.57 1.04 1.42
H -0.98 1.72 1.21
H -3.91 0.12 -0.28
H -4.45 0.08 -2.67
H -2.79 0.76 -4.34
H -0.56 1.43 -3.59
H 0.02 1.49 -1.28
H 3.24 3.25 2.05
H 4.47 3.05 0.85
H 4.16 4.83 -0.44
H 2.71 5.54 -0.67
H 0.49 3.50 0.10
H 1.09 4.99 0.60
H 3.16 3.54 -1.89
H 1.58 3.32 -1.69
C -2.64 -0.07 6.72
S -1.58 -1.19 5.78
O -2.14 -1.26 4.40
C -2.08 -2.69 6.63
H -2.51 0.93 6.32
H -3.68 -0.38 6.62
H -2.33 -0.09 7.77
H -3.16 -2.83 6.54
H -1.79 -2.62 7.68
H -1.56 -3.53 6.17
C -1.04 -7.49 4.56
S -0.52 -6.93 6.19
O -0.73 -5.46 6.23
C 1.23 -7.21 5.94
H -2.12 -7.36 4.48
H -0.54 -6.89 3.79
H -0.79 -8.55 4.44
H 1.58 -6.63 5.08
H 1.41 -8.28 5.78
H 1.76 -6.89 6.83
C -6.04 -2.59 -5.78
S -7.15 -1.48 -4.91
O -6.40 -0.23 -4.64
C -7.18 -2.42 -3.37
H -5.85 -2.17 -6.77
H -5.10 -2.68 -5.24
H -6.51 -3.57 -5.89
H -6.16 -2.53 -2.99
H -7.62 -3.40 -3.56
H -7.79 -1.88 -2.66
C -0.48 4.62 -6.06
S 0.69 3.71 -5.04
O 0.54 4.20 -3.64
C 2.17 4.48 -5.71
H -1.48 4.31 -5.77
H -0.35 5.69 -5.89
H -0.31 4.37 -7.11
H 2.11 5.56 -5.57
H 2.25 4.24 -6.78
H 3.03 4.09 -5.19
```

Electronic energy = -88000.1527 eV

No. 2
Here is the ion C24H54BClN2OP with charge +1 in a non-equilibrium geometry from the OMol25 dataset. Energies are from ωB97M-V with the def2-TZVPD basis set.

Geometry as XYZ:
```
84
C24H54BClN2OP, DFT ωB97M-V with the def2-TZVPD basis set
C -9.75 9.68 1.72
C -8.34 9.06 2.09
C -8.49 8.21 3.42
C -9.15 6.79 3.10
C -8.23 5.66 3.71
C -7.96 4.46 2.71
C -7.22 3.34 3.57
C -6.96 2.02 2.77
C -5.54 1.98 2.06
C -4.56 0.93 2.67
C -3.50 0.43 1.60
C -2.24 -0.23 2.26
C -1.00 -0.27 1.28
C 0.36 -0.60 2.01
C 0.98 -2.00 1.61
C 2.12 -1.90 0.53
C 3.29 -2.94 0.76
C 4.49 -2.57 -0.19
C 5.60 -3.71 -0.22
C 5.61 -4.52 -1.56
P 6.91 -3.94 -2.78
Cl 6.42 -2.07 -3.52
C 6.98 -5.27 -4.12
C 7.18 -4.70 -5.57
C 8.70 -4.67 -6.03
C 9.17 -6.01 -6.69
N 8.71 -6.22 -8.07
B 8.68 -3.94 -1.95
N 9.84 -3.24 -2.55
O 8.76 -4.68 -0.76
H -10.53 9.11 2.27
H -9.94 9.54 0.63
H -9.82 10.77 1.95
H -7.64 9.90 2.28
H -7.96 8.42 1.25
H -9.10 8.74 4.18
H -7.46 8.11 3.83
H -9.34 6.70 2.01
H -10.09 6.78 3.71
H -8.76 5.20 4.58
H -7.23 6.01 4.05
H -7.27 4.81 1.90
H -8.88 4.07 2.24
H -6.27 3.83 3.92
H -7.90 3.16 4.44
H -7.10 1.17 3.48
H -7.76 1.94 1.99
H -5.72 1.68 0.99
H -5.14 3.03 2.10
H -5.18 0.06 3.01
H -4.07 1.34 3.58
H -3.25 1.28 0.91
H -4.04 -0.34 1.00
H -2.50 -1.31 2.44
H -1.98 0.19 3.26
H -1.13 -0.99 0.44
H -0.91 0.75 0.83
H 1.11 0.20 1.79
H 0.22 -0.59 3.12
H 1.39 -2.47 2.54
H 0.14 -2.63 1.22
H 2.56 -0.88 0.47
H 1.65 -2.20 -0.45
H 3.65 -2.94 1.82
H 2.93 -3.95 0.46
H 4.98 -1.63 0.16
H 4.08 -2.48 -1.23
H 6.58 -3.28 0.08
H 5.32 -4.43 0.59
H 4.63 -4.48 -2.10
H 5.84 -5.59 -1.34
H 6.10 -5.94 -4.03
H 7.88 -5.91 -3.90
H 6.68 -5.43 -6.27
H 6.70 -3.71 -5.72
H 9.28 -4.53 -5.07
H 8.93 -3.79 -6.67
H 10.29 -5.97 -6.73
H 8.91 -6.90 -6.07
H 7.73 -6.46 -8.13
H 8.96 -5.46 -8.69
H 10.37 -3.99 -3.02
H 9.51 -2.67 -3.34
H 9.68 -4.97 -0.62
```

Electronic energy = -53274.1430 eV
Charge = +1

No. 3
Here is a cluster of 12 separate species, C24H54Cl22NO2P2S in total in a non-equilibrium geometry from the OMol25 dataset. Energies are from ωB97M-V with the def2-TZVPD basis set.

Geometry as XYZ:
```
106
C24H54Cl22NO2P2S, DFT ωB97M-V with the def2-TZVPD basis set
N -4.45 -3.77 -3.28
C -4.06 -3.03 -2.08
C -3.86 -1.54 -2.38
O -4.22 -0.81 -1.24
P -5.19 -1.65 -0.11
P -3.35 -2.32 1.10
S -1.79 -1.11 1.30
O -5.03 -3.11 -1.08
H -4.21 -4.74 -3.13
H -5.47 -3.75 -3.31
H -3.09 -3.44 -1.77
H -4.44 -1.23 -3.27
H -2.79 -1.35 -2.57
H -6.40 -1.24 -0.79
H -5.24 -0.50 0.74
H -5.99 -2.41 0.83
H -3.90 -2.64 2.37
H -2.89 -3.59 0.68
Cl -0.10 -3.86 -0.25
C 0.66 -5.29 -0.98
C 0.72 -5.22 -2.48
Cl -0.89 -5.34 -3.24
H 0.12 -6.17 -0.65
H 1.67 -5.31 -0.57
H 1.31 -6.05 -2.86
H 1.17 -4.29 -2.82
Cl -8.01 0.99 0.25
C -7.69 1.24 -1.48
C -8.01 2.63 -1.94
Cl -9.77 2.97 -1.91
H -8.26 0.49 -2.03
H -6.63 1.03 -1.63
H -7.69 2.77 -2.97
H -7.53 3.38 -1.32
Cl -4.72 3.58 -1.81
C -4.44 3.79 -3.55
C -4.77 5.19 -4.00
Cl -6.52 5.53 -3.93
H -5.03 3.05 -4.09
H -3.39 3.58 -3.73
H -4.46 5.32 -5.04
H -4.26 5.92 -3.39
Cl -4.85 4.47 1.32
C -4.22 5.77 2.35
C -4.22 7.10 1.64
Cl -3.04 7.15 0.29
H -3.22 5.49 2.66
H -4.86 5.83 3.23
H -3.95 7.89 2.33
H -5.20 7.31 1.22
Cl -4.74 -9.17 -0.02
C -4.30 -7.89 1.14
C -4.17 -6.53 0.50
Cl -2.77 -6.44 -0.60
H -3.37 -8.19 1.62
H -5.09 -7.85 1.89
H -4.02 -5.78 1.26
H -5.05 -6.27 -0.08
Cl 4.33 -3.98 -1.24
C 4.84 -3.59 0.43
C 4.70 -4.78 1.35
Cl 2.99 -5.16 1.64
H 4.24 -2.75 0.77
H 5.88 -3.29 0.38
H 5.14 -4.54 2.32
H 5.19 -5.66 0.94
Cl 0.53 1.47 1.66
C 0.74 1.64 -0.09
C 0.37 3.02 -0.58
Cl -1.38 3.32 -0.46
H 0.14 0.87 -0.57
H 1.79 1.45 -0.31
H 0.63 3.11 -1.63
H 0.88 3.79 -0.01
Cl -3.03 6.89 -8.30
C -3.26 7.93 -6.87
C -2.04 7.95 -5.98
Cl -1.77 6.38 -5.18
H -4.13 7.57 -6.34
H -3.45 8.94 -7.24
H -2.18 8.69 -5.20
H -1.14 8.20 -6.54
Cl 6.04 -0.33 0.31
C 5.31 0.28 1.82
C 6.32 0.39 2.93
Cl 6.89 -1.22 3.46
H 4.50 -0.40 2.10
H 4.89 1.26 1.60
H 5.87 0.87 3.79
H 7.20 0.96 2.62
Cl 9.86 -2.73 1.76
C 11.32 -1.82 2.25
C 10.98 -0.71 3.21
Cl 10.05 0.59 2.42
H 11.80 -1.44 1.35
H 11.99 -2.53 2.73
H 11.89 -0.26 3.59
H 10.39 -1.08 4.04
Cl 10.83 -1.77 6.64
C 10.70 -0.61 7.99
C 10.27 0.75 7.51
Cl 11.51 1.54 6.50
H 11.67 -0.57 8.48
H 9.97 -1.00 8.69
H 10.09 1.40 8.37
H 9.36 0.69 6.92
```

Electronic energy = -336259.2154 eV
Charge = -1

No. 4
Here is a cluster of 4 separate species, C24H54I2N3O5PS in total from the OMol25 dataset. Energies are from ωB97M-V with the def2-TZVPD basis set.

Geometry as XYZ:
```
90
C24H54I2N3O5PS, DFT ωB97M-V with the def2-TZVPD basis set
O 2.56 1.03 1.69
C 1.49 1.11 1.23
I 1.22 2.03 -0.73
C 0.20 0.58 1.81
C -0.81 1.67 2.14
C -2.24 1.18 2.37
C -3.27 2.14 1.75
P -4.93 1.33 1.71
O -5.72 2.62 1.07
I -5.50 1.48 4.11
C -3.20 3.54 2.38
O -2.44 3.60 3.60
S -0.84 3.84 3.57
O -0.56 4.58 2.35
O -0.32 2.33 3.33
H 0.46 0.02 2.71
H -0.25 -0.10 1.08
H -0.80 2.41 1.33
H -2.41 1.12 3.45
H -2.37 0.16 1.97
H -3.02 2.25 0.69
H -6.57 2.36 0.70
H -2.78 4.26 1.67
H -4.19 3.90 2.65
C 2.91 5.46 0.85
C 3.85 6.25 1.75
N 3.26 7.49 2.23
C 4.22 8.40 2.83
C 4.93 7.96 4.11
C 1.99 7.35 2.92
C 1.94 6.41 4.13
H 2.53 6.09 0.04
H 3.44 4.61 0.41
H 2.05 5.06 1.40
H 4.74 6.53 1.18
H 4.20 5.60 2.56
H 3.70 9.35 3.01
H 4.98 8.62 2.07
H 4.26 7.97 4.97
H 5.75 8.65 4.33
H 5.34 6.96 4.02
H 1.25 6.98 2.19
H 1.65 8.34 3.21
H 2.43 5.46 3.92
H 0.90 6.19 4.37
H 2.40 6.84 5.02
C -2.77 -0.29 -1.77
C -1.56 -0.61 -2.64
N -1.18 -2.01 -2.58
C 0.14 -2.28 -3.12
C 0.38 -2.03 -4.61
C -2.23 -2.96 -2.94
C -2.88 -2.81 -4.32
H -2.62 -0.65 -0.75
H -2.92 0.79 -1.75
H -3.69 -0.74 -2.15
H -0.70 -0.04 -2.27
H -1.76 -0.25 -3.66
H 0.39 -3.32 -2.88
H 0.85 -1.66 -2.55
H -0.11 -2.78 -5.24
H 1.45 -2.07 -4.82
H 0.02 -1.05 -4.92
H -3.01 -2.90 -2.18
H -1.80 -3.96 -2.85
H -3.18 -1.78 -4.52
H -3.79 -3.42 -4.36
H -2.23 -3.13 -5.13
C 0.45 -8.75 0.32
C 0.40 -8.62 -1.19
N -0.46 -7.54 -1.63
C -0.78 -7.58 -3.05
C 0.36 -7.40 -4.06
C -0.14 -6.22 -1.09
C 1.28 -5.69 -1.31
H -0.55 -8.81 0.74
H 1.00 -9.66 0.60
H 0.97 -7.91 0.79
H -0.02 -9.54 -1.61
H 1.43 -8.54 -1.58
H -1.55 -6.82 -3.24
H -1.26 -8.55 -3.24
H 0.72 -6.37 -4.09
H 0.01 -7.66 -5.06
H 1.21 -8.04 -3.83
H -0.34 -6.24 -0.02
H -0.86 -5.52 -1.52
H 2.04 -6.42 -1.03
H 1.43 -4.81 -0.67
H 1.46 -5.38 -2.34
```

Electronic energy = -76796.9271 eV

Calculated values (eV) of frontier orbital gap for the records, taken in order: 8.77 6.98 5.29 7.93.
Calculated values (eV) of highest occupied orbital energy for the records, taken in order: -8.15 -10.88 -3.88 -7.82.